# 1
DFT (the ωB97M-V functional and the def2-TZVPD basis) results for a 2-piece molecular cluster, C5H10N4 overall.

The calculation puts the HOMO-LUMO gap at 9.7519 eV. The value obtained for the HOMO energy is -18.65 eV. Its total charge is +2. The LUMO energy comes out at -8.90 eV.

Cartesian coordinates (Å):
C (-2.479, -0.438, 0.616)
C (-1.174, -1.202, 0.288)
C (-2.265, 0.793, 0.146)
C (2.701, -1.390, 0.170)
C (-0.478, 2.134, -0.891)
N (-0.368, -0.195, -0.390)
N (-0.971, 0.899, -0.325)
N (1.661, -1.761, -0.253)
N (3.744, -0.928, 0.798)
H (-3.280, -0.997, 1.133)
H (-0.697, -1.803, 1.038)
H (-2.911, 1.661, 0.223)
H (-0.956, 2.434, -1.804)
H (-0.365, 3.015, -0.255)
H (0.533, 2.035, -1.423)
H (-1.528, -1.970, -0.371)
H (1.069, -2.236, -0.870)
H (4.202, -0.123, 0.475)
H (4.262, -1.457, 1.497)

# 2
DFT (the ωB97M-V functional and the def2-TZVPD basis) results for one molecule with the formula C5H10N4O2.

The calculation puts the HOMO-LUMO gap (spin up / spin down) at 7.6859 / 7.6865 eV. The value obtained for the HOMO energy (spin up / spin down) is -7.15 / -7.15 eV. The LUMO energy (spin up / spin down) comes out at 0.54 / 0.54 eV.

Cartesian coordinates (Å):
C (-0.049, 1.585, 0.342)
C (-0.951, 0.636, 0.034)
C (1.564, -0.015, -0.025)
C (2.931, -2.046, 0.114)
C (-3.353, 0.147, 0.176)
N (2.578, -0.663, 0.218)
N (1.289, 1.242, 0.230)
N (-0.518, -0.586, 0.120)
N (-2.203, 0.948, -0.274)
O (2.192, 2.175, -0.517)
O (-1.147, -1.566, -0.715)
H (-0.234, 2.571, 0.659)
H (2.057, -2.611, 0.214)
H (3.786, -2.361, 0.851)
H (3.494, -2.287, -0.802)
H (-3.528, 0.455, 1.206)
H (-4.265, 0.056, -0.379)
H (-3.068, -0.812, 0.363)
H (-2.242, 2.009, -0.405)
H (3.148, 2.147, -0.041)
H (-1.482, -1.024, -1.371)

# 3
DFT (the ωB97M-V functional and the def2-TZVPD basis) results for one molecule with the formula C5H10N6O4.

The calculation puts the HOMO-LUMO gap at 6.0810 eV. The value obtained for the HOMO energy is -7.93 eV. The LUMO energy comes out at -1.84 eV.

Cartesian coordinates (Å):
C (1.156, 0.234, -0.276)
C (1.621, -0.949, 0.290)
C (-1.728, -0.885, -0.439)
C (2.048, 1.205, -0.989)
C (-2.102, 1.138, 0.873)
N (-0.055, 0.757, -0.069)
N (-1.240, 0.222, 0.137)
N (0.779, -1.716, 1.113)
N (-1.017, -1.582, -1.371)
N (2.921, -1.468, 0.136)
N (-3.009, -1.414, -0.156)
O (3.665, -1.019, -0.724)
O (3.221, -2.406, 0.874)
O (-3.733, -0.870, 0.666)
O (-3.302, -2.435, -0.771)
H (1.752, 2.215, -0.715)
H (1.917, 1.097, -2.065)
H (3.096, 1.040, -0.764)
H (-2.389, 0.707, 1.831)
H (-1.528, 2.048, 1.029)
H (-3.011, 1.360, 0.317)
H (0.356, -1.199, 1.874)
H (1.309, -2.504, 1.483)
H (-1.448, -2.471, -1.603)
H (-0.010, -1.557, -1.331)

# 4
DFT (the ωB97M-V functional and the def2-TZVPD basis) results for an isolated ion of composition C5H10NO and charge -1.

The calculation puts the HOMO-LUMO gap at 6.3107 eV. The value obtained for the HOMO energy is -2.47 eV. Its total charge is -1. The LUMO energy comes out at 3.84 eV. The structure (SMILES) is C=CC[C@@H](N)C[O-].

Cartesian coordinates (Å):
C (0.869, -1.860, -0.748)
O (0.632, -3.122, -0.400)
C (0.185, -0.793, 0.211)
C (0.241, 0.608, -0.432)
C (-0.542, 1.594, 0.383)
C (-0.155, 2.834, 0.676)
N (-1.160, -1.206, 0.574)
H (0.463, -1.605, -1.771)
H (1.941, -1.518, -0.710)
H (0.787, -0.809, 1.124)
H (1.295, 0.858, -0.539)
H (-0.293, 0.574, -1.386)
H (-1.550, 1.309, 0.625)
H (0.836, 3.222, 0.481)
H (-0.912, 3.531, 1.028)
H (-1.594, -1.585, -0.266)
H (-1.042, -2.033, 1.150)

In order of appearance, electronic energy = -414.7934, -565.7429, -825.7424, -326.4695 a.u..
In order of appearance, relative energy (zero: lowest compared OMol25 entry of this formula, charge and spin) = 244.97, 713.65, 48.86, 41.47 kJ/mol.